Record 1
Here is an isolated ion of composition C4H9N2OS and charge +1 at a distorted geometry from the OMol25 dataset. Energies are from ωB97M-V with the def2-TZVPD basis set.

The geometry in XYZ format:
```
17
Properties=species:S:1:pos:R:3:nbo_charge:R:1
C -1.76 0.87 -0.59 -0.1076
C 0.78 0.19 0.69 -0.1977
C -1.31 0.42 -1.92 -0.7486
C 1.68 0.53 1.82 -0.6492
N -0.51 -1.60 0.08 -0.4994
N 0.65 -1.22 0.35 0.3154
O 1.62 -1.99 0.25 -0.3826
S -0.98 0.69 0.90 0.6890
H -2.86 1.24 -0.51 0.2886
H 1.09 0.73 -0.16 0.2550
H -1.64 -0.61 -2.22 0.3189
H -0.19 0.43 -2.06 0.2520
H -1.76 0.99 -2.76 0.2858
H 1.58 1.61 1.89 0.2465
H 2.69 0.23 1.51 0.2799
H 1.58 0.08 2.80 0.2617
H -0.65 -2.59 -0.06 0.3924
```

Computed properties:
HOMO energy (alpha / beta) (eV): -14.17 / -14.17
Net charge: +1
ΔE to the lowest compared entry with this formula, charge and spin (kJ/mol): 571.5
F_max (eV/A): 4.72
Molar mass (g/mol): 133.196
Gap between HOMO and LUMO (alpha / beta) (Eh): 0.294 / 0.294
Spin multiplicity: 1


Record 2
Here is one molecule with the formula C6H8FO3P at a distorted geometry from the OMol25 dataset. Energies are from ωB97M-V with the def2-TZVPD basis set.

The geometry in XYZ format:
```
19
Properties=species:S:1:pos:R:3:nbo_charge:R:1
C -2.15 -3.58 -0.37 -0.2010
C -1.96 -2.39 -0.52 -0.0289
C -1.02 -0.37 0.65 -0.0386
C -1.74 -0.91 -0.65 -0.4549
C -1.08 -0.66 -1.87 0.3308
C 2.35 2.10 0.86 -0.2647
O -0.52 3.26 -0.18 -1.0151
O -1.07 0.97 0.81 -0.7395
O 1.34 1.29 0.40 -0.8029
F -1.70 -0.11 -2.93 -0.3126
P -0.12 1.84 -0.28 1.8930
H -2.29 -4.62 -0.35 0.2402
H -1.68 -0.70 1.35 0.1981
H -0.06 -0.70 0.89 0.1970
H -2.70 -0.40 -0.82 0.2712
H -0.13 -1.16 -2.13 0.1762
H 2.19 3.18 0.74 0.1918
H 3.38 2.12 0.41 0.1765
H 2.60 1.87 1.86 0.1833
```

Computed properties:
HOMO energy (alpha / beta) (eV): -8.61 / -9.21
ΔE to the lowest compared entry with this formula, charge and spin (kJ/mol): 285.1
F_max (eV/A): 3.79
Molar mass (g/mol): 178.099
Gap between HOMO and LUMO (alpha / beta) (Eh): 0.249 / 0.324
Spin multiplicity: 1